192
Properties=species:S:1:pos:R:3:mulliken_charge:R:1 method="wB97M-V/def2-TZVPD" e_tot_ha=-12114.33142 gap_ev=8.19 lumo_energy_ev=1.605 charge=-1 homo_energy_ev=-6.59
As -0.35 0.04 -0.63 2.1631
F 0.49 -1.57 -0.66 -0.4132
F 1.17 0.86 0.09 -0.4473
F -1.36 1.59 -0.53 -0.4532
F -1.92 -0.71 -1.26 -0.4101
F -0.86 -0.14 1.02 -0.4823
F 0.27 0.50 -2.28 -0.5398
O 0.87 -2.17 4.62 -0.2030
S 1.25 -2.57 5.98 0.9665
O 0.47 -2.14 7.13 -0.6924
O 1.27 -4.23 6.18 -0.4076
C 1.44 -5.09 5.00 0.7275
C 1.92 -6.45 5.30 -1.5348
C 3.04 -2.17 6.20 -0.6723
H 2.06 -4.61 4.24 0.1156
H 0.45 -5.16 4.57 -0.0791
H 1.92 -7.23 4.54 0.3594
H 1.40 -6.98 6.10 0.3533
H 2.94 -6.34 5.68 0.3490
H 3.10 -1.14 5.85 0.1193
H 3.52 -2.94 5.59 0.2906
H 3.33 -2.14 7.26 0.3733
O -3.06 -6.35 -0.57 -0.6357
S -3.18 -5.10 0.28 1.2412
O -4.39 -4.80 1.04 -0.6358
O -1.93 -5.15 1.38 -0.3277
C -1.90 -4.29 2.51 0.0585
C -2.03 -2.77 2.09 -0.1716
C -2.60 -3.57 -0.73 0.2655
H -0.97 -4.30 3.07 -0.4680
H -2.67 -4.58 3.23 0.5092
H -1.21 -2.59 1.40 -0.1407
H -1.80 -2.22 3.01 0.4120
H -2.93 -2.40 1.61 0.0558
H -3.12 -2.66 -0.45 -0.3779
H -3.04 -3.73 -1.72 0.4962
H -1.53 -3.45 -0.59 -0.2904
O 3.66 -3.18 1.60 -0.5004
S 4.43 -2.10 2.07 1.0000
O 5.18 -2.19 3.33 -0.7077
O 5.41 -1.82 0.79 -0.0676
C 6.69 -1.20 1.04 -0.3350
C 7.30 -1.46 -0.35 -1.0110
C 3.41 -0.57 2.01 -0.7982
H 7.20 -1.63 1.90 0.3814
H 6.67 -0.12 1.19 0.2483
H 7.73 -2.46 -0.23 0.3099
H 8.15 -0.82 -0.58 0.3970
H 6.52 -1.48 -1.11 0.1395
H 3.92 0.36 2.27 0.4558
H 2.64 -0.60 2.78 0.2729
H 3.08 -0.42 0.98 0.1327
O 5.57 0.08 -5.57 -0.6078
S 6.37 -1.02 -5.03 1.1764
O 7.61 -0.80 -4.27 -0.6416
O 5.41 -1.85 -4.05 -0.1550
C 4.06 -2.05 -4.41 -0.0949
C 3.14 -1.00 -3.88 0.1272
C 6.59 -2.34 -6.26 -0.9770
H 3.80 -3.00 -3.93 -0.0648
H 3.81 -2.22 -5.45 0.3581
H 3.43 -0.07 -4.38 -0.4360
H 3.27 -0.83 -2.81 0.0173
H 2.08 -1.19 -4.06 0.1939
H 6.59 -3.26 -5.68 0.2710
H 7.57 -2.12 -6.68 0.4231
H 5.77 -2.19 -6.95 0.3317
O -3.07 7.73 1.90 -0.6391
S -3.02 6.56 1.05 1.0790
O -2.42 6.72 -0.31 -0.5850
O -2.24 5.28 1.79 -0.4334
C -2.16 3.98 1.23 1.3835
C -2.11 2.98 2.36 -0.6090
C -4.74 5.68 1.11 -0.5738
H -1.20 3.96 0.71 0.0049
H -2.87 3.80 0.42 -0.8005
H -2.14 1.95 2.03 0.1224
H -2.91 2.97 3.10 0.3489
H -1.16 3.10 2.88 -0.0571
H -5.24 5.86 0.16 0.3570
H -5.36 6.13 1.90 0.4556
H -4.63 4.61 1.27 -0.1425
O 2.72 4.53 -0.63 -0.6989
S 3.26 3.82 0.55 1.3592
O 4.03 2.62 0.27 -0.5929
O 4.22 4.83 1.43 -0.2150
C 3.90 6.16 1.53 0.1437
C 5.14 7.00 1.98 -1.3049
C 1.93 3.48 1.91 0.9303
H 3.13 6.13 2.30 -0.1232
H 3.44 6.66 0.68 0.3398
H 5.53 6.82 2.98 0.3092
H 4.82 8.04 2.02 0.4140
H 5.84 6.98 1.14 0.3347
H 2.09 2.42 2.10 -0.0415
H 0.92 3.61 1.50 -0.1667
H 1.93 4.17 2.75 -0.5717
O -4.55 1.45 1.21 -0.2369
S -5.78 0.73 0.89 0.8289
O -6.57 0.07 1.94 -0.6986
O -6.71 1.76 -0.07 -0.2166
C -7.14 2.99 0.52 0.1167
C -8.69 3.32 0.32 -1.3327
C -5.21 -0.51 -0.45 0.0557
H -6.52 3.73 0.03 -0.0283
H -6.82 3.01 1.57 0.3640
H -8.83 3.48 -0.75 0.2889
H -8.96 4.22 0.86 0.3754
H -9.43 2.57 0.58 0.3435
H -4.63 0.12 -1.12 -0.1998
H -6.10 -1.00 -0.84 0.5510
H -4.57 -1.14 0.16 -0.4582
O -4.33 -2.39 -5.41 -0.6215
S -2.96 -3.06 -5.50 1.0759
O -2.76 -4.46 -5.04 -0.5863
O -2.21 -2.89 -6.97 -0.2768
C -2.36 -4.02 -7.89 -0.2994
C -1.63 -3.92 -9.28 -1.1672
C -1.70 -2.01 -4.68 -0.3494
H -3.40 -4.34 -7.91 0.4014
H -1.90 -4.86 -7.37 0.3147
H -1.47 -4.89 -9.74 0.3744
H -0.61 -3.56 -9.13 0.3146
H -2.23 -3.39 -10.01 0.3003
H -2.11 -1.76 -3.69 -0.2352
H -1.51 -1.07 -5.20 0.4617
H -0.81 -2.57 -4.41 0.2725
O 2.05 0.87 4.86 -0.4297
S 1.71 1.95 5.78 1.1644
O 2.53 2.16 6.98 -0.7536
O 1.67 3.38 5.00 -0.3018
C 1.49 4.60 5.80 -0.3999
C 2.31 5.81 5.20 -1.1642
C -0.02 1.73 6.31 -0.7703
H 1.83 4.49 6.83 0.4796
H 0.43 4.85 5.82 0.3380
H 2.07 6.75 5.71 0.4495
H 2.13 5.93 4.14 0.0114
H 3.36 5.53 5.23 0.3159
H -0.16 1.98 7.36 0.4345
H -0.43 0.75 6.09 0.2099
H -0.56 2.49 5.74 0.1761
O -2.88 4.65 -2.81 -0.6858
S -3.70 3.49 -2.55 1.0730
O -4.25 3.14 -1.24 -0.1014
O -4.89 3.52 -3.77 -0.4913
C -6.05 2.68 -3.65 0.4157
C -6.31 2.05 -4.98 -1.3496
C -2.84 2.04 -3.38 -0.8405
H -6.85 3.36 -3.39 0.2441
H -6.00 1.91 -2.88 -0.0598
H -5.50 1.41 -5.33 0.2854
H -6.51 2.79 -5.76 0.3284
H -7.20 1.41 -4.94 0.3863
H -2.74 2.11 -4.46 0.4915
H -3.41 1.16 -3.10 0.0947
H -1.85 1.93 -2.92 0.2035
O 0.10 -4.41 -2.12 -0.2898
S 1.14 -5.31 -1.58 0.7622
O 0.85 -6.77 -1.53 -0.6510
O 2.56 -5.01 -2.41 -0.0638
C 3.67 -5.80 -2.17 -0.4101
C 4.18 -6.28 -3.61 -1.1329
C 1.69 -4.59 0.00 -0.6409
H 3.49 -6.64 -1.49 0.5892
H 4.44 -5.18 -1.71 0.1990
H 3.31 -6.82 -3.97 0.3103
H 4.92 -7.07 -3.72 0.3965
H 4.43 -5.44 -4.25 0.1564
H 2.06 -3.60 -0.27 0.0708
H 2.52 -5.18 0.39 0.5276
H 0.85 -4.49 0.69 0.2028
C -5.46 1.30 4.90 -1.2024
S -3.68 0.98 4.89 0.9272
O -3.10 1.66 6.15 -0.7326
C -3.94 -0.83 5.27 -0.9643
H -5.92 1.03 5.85 0.4900
H -5.95 0.66 4.17 0.2846
H -5.71 2.35 4.73 0.3225
H -4.61 -0.96 6.12 0.4474
H -2.90 -1.15 5.34 0.1335
H -4.36 -1.36 4.42 0.3597
C 4.38 2.42 -3.34 -0.5854
S 3.33 3.69 -4.18 0.5841
O 4.02 4.29 -5.41 -0.7289
C 2.22 2.57 -4.98 -0.3778
H 5.21 2.94 -2.84 0.4509
H 4.82 1.59 -3.90 0.1091
H 4.00 1.85 -2.50 0.1491
H 1.78 2.04 -4.13 -0.2056
H 2.70 1.77 -5.56 0.2563
H 1.35 2.98 -5.49 0.4307